{"formula": "C29H49NO21", "method": "ωB97M-V/def2-TZVPD", "smiles": "C[C@H]1COC(=O)O1.C[C@H]1COC(=O)O1.C[C@H]1COC(=O)O1.C[C@H]1COC(=O)O1.COC(=O)OC.COC(=O)OC.COC(=O)OC.CCCC#N", "e_tot_ha": -2769.07209, "e_above_lowest_kj_mol": 0.0, "lumo_energy_ha": 0.0147, "homo_ev": -9.7624, "elements": ["C", "C", "C", "O", "C", "O", "O", "H", "H", "H", "H", "H", "H", "C", "C", "C", "O", "C", "O", "O", "H", "H", "H", "H", "H", "H", "C", "C", "C", "O", "C", "O", "O", "H", "H", "H", "H", "H", "H", "C", "C", "C", "O", "C", "O", "O", "H", "H", "H", "H", "H", "H", "C", "O", "C", "O", "O", "C", "H", "H", "H", "H", "H", "H", "C", "O", "C", "O", "O", "C", "H", "H", "H", "H", "H", "H", "C", "O", "C", "O", "O", "C", "H", "H", "H", "H", "H", "H", "C", "C", "C", "C", "N", "H", "H", "H", "H", "H", "H", "H"], "xyz": [[-1.49312, -1.83875, -2.87983], [-1.75936, -2.92614, -1.73507], [-0.46475, -3.55583, -1.31681], [-0.05020, -2.70667, -0.20274], [-1.06470, -2.05682, 0.22430], [-1.09900, -1.38070, 1.20615], [-2.13463, -2.19844, -0.56970], [-1.05775, -2.46930, -3.75133], [-0.74179, -1.10160, -2.61997], [-2.40558, -1.31693, -3.22374], [-2.50306, -3.67778, -2.07390], [0.18625, -3.72008, -2.15834], [-0.75052, -4.52354, -0.81879], [-6.54262, -0.12486, 2.77905], [-5.37526, 0.13406, 1.78694], [-5.13577, -0.99166, 0.80191], [-5.26210, -0.38640, -0.46270], [-5.53798, 0.90908, -0.36465], [-5.76243, 1.68563, -1.35417], [-5.61704, 1.24949, 0.94599], [-6.29229, -1.01257, 3.46426], [-7.50253, -0.40810, 2.21807], [-6.77419, 0.73543, 3.38823], [-4.49419, 0.32005, 2.36459], [-5.84397, -1.80054, 0.91413], [-4.17874, -1.40314, 1.02248], [0.07561, 1.79343, 4.35407], [-1.04201, 0.86232, 3.70489], [-1.29781, -0.39432, 4.48040], [-2.48111, -0.16332, 5.15571], [-3.04944, 0.92442, 4.63051], [-4.17754, 1.24462, 4.82577], [-2.22203, 1.51862, 3.81667], [0.35752, 2.53364, 3.62126], [0.84303, 1.15551, 4.67836], [-0.20323, 2.27717, 5.23755], [-0.82014, 0.55518, 2.71350], [-0.48533, -0.70580, 5.21539], [-1.31888, -1.29076, 3.84994], [-2.78983, 2.93679, 1.01635], [-2.05636, 1.62270, 0.51320], [-2.29905, 1.36906, -1.01136], [-0.97074, 1.13463, -1.42727], [-0.04202, 1.29757, -0.46664], [1.17736, 1.14001, -0.61175], [-0.61857, 1.75504, 0.62780], [-2.27680, 3.20064, 1.93461], [-3.81138, 2.79385, 1.21861], [-2.70466, 3.73501, 0.24436], [-2.30968, 0.69610, 1.04817], [-2.60643, 2.16744, -1.66480], [-2.91761, 0.51844, -1.19887], [2.76249, -2.07666, -1.31114], [3.70651, -2.61662, -2.26906], [3.72034, -3.83013, -2.48518], [2.72261, -4.72267, -1.92529], [4.75647, -4.31114, -3.15176], [4.77739, -5.70704, -3.36543], [1.72203, -1.96746, -1.71082], [3.01329, -1.16307, -0.88216], [2.58987, -2.71737, -0.44634], [5.79075, -5.96757, -3.69110], [4.20652, -6.00715, -4.18120], [4.43929, -6.15060, -2.46008], [2.79258, 0.44335, 1.85072], [3.13785, -0.26657, 2.98752], [3.51052, -1.48878, 2.98029], [3.55417, -2.23332, 1.78783], [3.96700, -1.94156, 4.09730], [4.66460, -3.21871, 4.24673], [2.02656, -0.06564, 1.37007], [3.59623, 0.54203, 1.15932], [2.46761, 1.47772, 2.16361], [4.99385, -3.29179, 5.30271], [5.60427, -3.11970, 3.62914], [4.04647, -4.03877, 3.94161], [-2.42514, 2.14696, -5.35033], [-1.42704, 1.82497, -4.37687], [-0.27549, 1.26428, -4.69583], [-0.00494, 0.79591, -5.99559], [0.56802, 1.12492, -3.68197], [1.89194, 0.60429, -3.92469], [-2.94049, 1.27285, -5.77550], [-2.08205, 2.73114, -6.19743], [-3.20568, 2.78038, -4.94095], [2.40273, 1.33118, -4.55394], [1.96534, -0.38383, -4.37810], [2.43556, 0.59393, -2.97925], [4.90214, 4.30524, -1.12291], [3.68465, 3.45118, -0.89249], [2.59448, 4.07829, -0.06126], [2.91827, 4.07825, 1.35830], [3.13343, 4.08853, 2.53211], [4.60394, 5.28938, -1.58283], [5.44058, 3.79906, -1.96009], [5.55954, 4.44560, -0.25352], [3.95511, 2.50161, -0.51776], [3.31348, 3.33495, -1.89590], [1.57711, 3.74021, -0.18139], [2.54973, 5.12809, -0.29991]], "lowdin_charge": [0.002, -0.277, -0.062, 0.109, -0.624, 0.150, 0.072, 0.118, 0.058, 0.088, 0.165, 0.120, 0.159, -0.014, -0.311, -0.092, 0.079, -0.493, 0.072, 0.073, 0.115, 0.108, 0.070, 0.118, 0.134, 0.112, 0.042, -0.311, -0.125, 0.104, -0.597, 0.162, 0.099, 0.074, 0.058, 0.069, 0.105, 0.157, 0.124, 0.029, -0.227, -0.061, 0.029, -0.525, 0.096, 0.081, 0.073, 0.052, 0.103, 0.123, 0.133, 0.108, 0.000, 0.088, -0.473, -0.116, 0.023, -0.040, 0.094, 0.061, 0.082, 0.105, 0.075, 0.084, -0.045, 0.037, -0.495, -0.068, 0.010, 0.006, 0.056, 0.090, 0.098, 0.099, 0.116, 0.085, -0.033, -0.004, -0.438, -0.069, -0.023, -0.017, 0.104, 0.093, 0.091, 0.098, 0.099, 0.078, -0.110, -0.279, -0.186, -0.209, 0.140, 0.093, 0.085, 0.080, 0.090, 0.104, 0.103, 0.116]}



{"formula": "C34H34N7Sc", "method": "ωB97M-V/def2-TZVPD", "e_tot_ha": -2460.07750, "e_above_lowest_kj_mol": 0.0, "lumo_energy_ha": [-0.0098, 0.0048], "homo_ev": [-7.1261, -4.9878], "elements": ["Sc", "C", "C", "C", "C", "N", "C", "N", "C", "N", "C", "N", "C", "C", "C", "C", "C", "N", "C", "C", "C", "C", "C", "C", "H", "H", "H", "H", "H", "H", "H", "H", "H", "H", "H", "H", "C", "C", "C", "C", "C", "C", "C", "C", "C", "C", "H", "H", "H", "H", "H", "H", "H", "H", "H", "H", "H", "H", "N", "C", "N", "C", "C", "C", "C", "C", "H", "H", "H", "H", "H", "H", "H", "H", "H", "H"], "xyz": [[-0.05542, 0.24424, -0.65830], [0.10158, 3.47113, 2.27982], [-0.03106, 4.68938, 1.57112], [-0.19652, 4.65631, 0.22440], [-0.25958, 3.41677, -0.48701], [-0.09311, 2.24875, 0.21276], [0.08096, 2.31911, 1.56059], [-0.47855, 3.50624, -1.80078], [-0.67087, 2.50141, -2.64304], [-0.70965, 1.14096, -2.39415], [-0.98442, 0.47110, -3.57354], [-1.15005, -0.82691, -3.78564], [-1.09197, -1.79793, -2.87237], [-1.41063, -3.11396, -3.33509], [-1.44714, -4.17193, -2.48608], [-1.14990, -3.96697, -1.11718], [-0.80923, -2.71085, -0.72898], [-0.75797, -1.62817, -1.55158], [-1.12072, 1.44974, -4.62648], [-1.39550, 1.31786, -5.98745], [-1.46674, 2.46883, -6.74454], [-1.27186, 3.73704, -6.16323], [-1.00328, 3.87151, -4.81684], [-0.92771, 2.70991, -4.04881], [0.24066, 3.44520, 3.35127], [0.00541, 5.63444, 2.09838], [-0.30001, 5.55506, -0.36703], [0.21670, 1.36879, 2.06886], [-1.63315, -3.21066, -4.38837], [-1.69932, -5.16076, -2.84822], [-1.16693, -4.77580, -0.40063], [-0.55121, -2.52515, 0.30982], [-1.54491, 0.33819, -6.42340], [-1.67599, 2.40069, -7.80491], [-1.33475, 4.61945, -6.78794], [-0.85291, 4.84106, -4.35912], [2.29977, -1.08139, 1.94197], [2.89722, -1.10389, 0.52564], [2.84490, -2.56208, 0.02206], [2.03606, -0.25379, -0.39398], [4.34142, -0.59671, 0.52722], [4.80550, 0.29905, 1.48841], [6.10019, 0.80300, 1.44226], [6.96525, 0.42212, 0.42933], [6.51796, -0.46761, -0.53854], [5.22486, -0.96602, -0.48849], [1.30207, -1.53159, 1.91494], [2.19117, -0.06269, 2.31617], [2.91082, -1.64981, 2.64893], [1.85887, -2.98496, 0.21517], [3.59138, -3.17481, 0.53541], [3.01790, -2.62812, -1.05191], [2.64871, 0.12296, -1.22305], [4.15662, 0.62070, 2.29155], [6.42988, 1.49908, 2.20417], [7.97381, 0.81418, 0.39067], [7.17778, -0.77608, -1.34007], [4.90148, -1.65136, -1.26183], [-1.75329, -0.11984, 0.77407], [-2.48663, -0.39359, 1.62666], [-3.32848, -0.69743, 2.57280], [-3.59205, 0.22921, 3.68617], [-3.25612, -0.44813, 5.00657], [-3.98708, -1.78605, 5.12494], [-3.63507, -2.69788, 3.94886], [-3.97085, -2.02060, 2.62842], [-4.65126, 0.49828, 3.65619], [-3.00748, 1.13284, 3.52811], [-3.52168, 0.21930, 5.82756], [-2.17610, -0.61548, 5.05406], [-5.06807, -1.60739, 5.13216], [-3.73822, -2.27163, 6.06844], [-4.17279, -3.64499, 4.01069], [-2.56501, -2.92451, 3.96899], [-5.05074, -1.87407, 2.54099], [-3.63694, -2.60232, 1.77196]], "lowdin_charge": [0.937, -0.092, -0.080, -0.017, -0.327, -0.011, -0.185, 0.140, -0.278, 0.023, -0.278, 0.140, -0.328, -0.016, -0.080, -0.092, -0.197, -0.007, -0.117, -0.020, -0.090, -0.090, -0.019, -0.116, 0.094, 0.103, 0.109, 0.085, 0.109, 0.103, 0.096, 0.085, 0.109, 0.095, 0.095, 0.109, -0.076, -0.596, -0.053, -0.054, -0.186, -0.035, -0.087, -0.102, -0.085, -0.042, 0.066, 0.059, 0.093, 0.060, 0.094, 0.079, 0.033, 0.100, 0.099, 0.097, 0.100, 0.106, 0.168, -0.186, -0.075, -0.122, -0.176, -0.198, -0.176, -0.122, 0.131, 0.129, 0.117, 0.120, 0.117, 0.112, 0.117, 0.120, 0.131, 0.128]}